# C5H33N2O11

11 unconnected molecules or ions with the total composition C5H33N2O11 at a distorted geometry (ωB97M-V/def2-TZVPD, the OMol25 dataset).

CARTESIAN COORDINATES (ANGSTROEM)
C  0.7353  1.1631  0.1377
N  -0.3011  2.1272  -0.2644
C  -1.1727  2.5409  0.8540
C  -2.4979  3.0668  0.2797
O  -3.0209  2.5611  -0.6921
C  0.5793  -0.3445  -0.1725
N  0.6847  -0.6077  -1.6539
C  2.1188  -0.8086  -1.9591
H  0.9473  1.3238  1.2004
H  1.6949  1.3790  -0.3144
H  0.0852  2.9718  -0.6742
H  -0.6820  3.3463  1.4694
H  -1.4269  1.8152  1.6562
H  -2.8189  3.9456  0.8344
H  -0.3109  -0.6676  0.3415
H  1.3540  -0.9184  0.3199
H  0.3153  0.3053  -2.0014
H  0.1037  -1.3491  -2.0380
H  2.3606  -0.9519  -3.0167
H  2.6553  0.1524  -1.8766
H  2.4066  -1.7492  -1.5033
H  1.3020  -1.7452  4.5151
H  1.0132  -2.1121  2.9977
O  1.6836  -1.9749  3.6680
H  -0.9036  -3.8253  -1.6856
H  0.5912  -4.1638  -1.7924
O  -0.0214  -3.4717  -1.5146
H  -4.9061  1.8859  1.3479
H  -3.9610  1.8581  2.5658
O  -3.9965  2.0633  1.6211
H  -3.6633  -0.0474  1.3390
H  -2.5739  -0.2040  0.1818
O  -2.9373  -0.5871  1.0276
H  -2.8754  -0.1282  -1.9111
H  -2.3457  1.1762  -1.1924
O  -2.1150  0.2075  -1.4068
H  3.4443  -4.2934  -0.6362
H  2.4687  -3.2947  0.0370
O  2.5484  -3.9294  -0.6825
H  2.7759  4.3249  -0.1904
H  3.1245  2.8525  0.3076
O  2.5082  3.4028  -0.1788
H  -1.1752  1.5679  -2.7679
H  -0.8152  1.9108  -4.2818
O  -0.5132  1.4750  -3.4803
H  4.7609  -1.7801  1.5717
H  3.3610  -1.7632  2.2371
O  3.8180  -1.8230  1.3891
H  -1.4826  -1.5411  1.6644
H  -1.7876  -3.0229  2.1907
O  -1.1363  -2.3190  2.1325

As for the maximum force: 0.043 hartree/bohr. As for the charge: +1. Its HOMO-LUMO gap is 10.272 eV.



# C5H33N2O11

11 unconnected molecules or ions with the total composition C5H33N2O11 at a distorted geometry (ωB97M-V/def2-TZVPD, the OMol25 dataset).

CARTESIAN COORDINATES (ANGSTROEM)
N  0.0627  -0.9731  1.3171
C  1.4543  -0.3815  1.3423
C  1.8561  0.0264  2.7640
C  1.2560  0.9337  0.5546
N  2.0595  1.1831  -0.4778
C  1.9931  2.4133  -1.2574
C  3.1372  0.2964  -0.8720
O  0.2828  1.6018  0.8784
H  -0.5563  -0.2462  1.6895
H  0.0464  -1.7362  1.9867
H  -0.2103  -1.3383  0.4149
H  2.1137  -1.1612  0.9983
H  1.3554  0.9176  3.1364
H  2.9343  0.1483  2.6665
H  1.6385  -0.7494  3.4960
H  2.6191  3.2253  -0.9080
H  0.9865  2.8422  -1.2025
H  2.0469  2.1018  -2.2948
H  3.8375  0.8398  -1.5082
H  2.8583  -0.5800  -1.4509
H  3.8429  -0.0002  -0.0921
H  -1.1445  -0.6865  3.9476
H  -1.4145  -2.1522  4.0295
O  -0.6786  -1.5362  3.9171
H  -2.0260  -2.2230  0.1271
H  -2.9636  -3.1332  0.6203
O  -2.3993  -2.4409  1.0021
H  -0.9484  1.9865  -3.3159
H  -1.7722  1.7896  -1.9724
O  -1.3379  1.3417  -2.7213
H  -2.4219  -0.1925  -4.9839
H  -1.8554  -0.1304  -3.6486
O  -2.3307  -0.7766  -4.2203
H  1.0784  3.2634  2.3814
H  1.6209  3.6925  3.6953
O  0.8756  3.8634  3.1071
H  0.9856  -4.2028  0.6483
H  0.2061  -3.2650  -0.4152
O  0.8284  -3.3132  0.3281
H  -2.0308  -3.1744  -4.0023
H  -0.9166  -2.3708  -4.5375
O  -1.0771  -3.2409  -4.1453
H  -2.1975  3.5624  -0.2451
H  -3.5197  2.8722  -0.6807
O  -2.5970  3.0059  -0.9194
H  -2.6546  1.3901  2.7001
H  -1.4508  1.7592  1.8141
O  -1.7290  1.1776  2.5362
H  -0.5229  -2.7407  -2.5104
H  -0.6780  -1.3019  -2.0251
O  -0.5427  -2.1868  -1.6918

As for the maximum force: 0.041 hartree/bohr. As for the charge: +1. Its HOMO-LUMO gap is 10.697 eV.



# C5H33N3O11

12 unconnected molecules or ions with the total composition C5H33N3O11 at a distorted geometry (ωB97M-V/def2-TZVPD, the OMol25 dataset).

CARTESIAN COORDINATES (ANGSTROEM)
C  -1.0348  -1.9874  -2.3395
C  -1.3831  -2.4812  -0.9355
C  -0.2507  -2.4586  0.0500
C  -0.1055  -3.2548  1.1286
N  1.1317  -2.9337  1.7334
C  1.5776  -1.7990  1.1474
N  0.7348  -1.4770  0.1672
N  -0.9840  -0.4794  -2.4862
H  -0.0196  -2.2901  -2.7157
H  -1.6983  -2.3626  -3.1163
H  -2.1201  -1.6955  -0.6962
H  -1.8502  -3.4696  -1.0535
H  -0.5459  -4.1884  1.4146
H  1.2742  -3.1083  2.7202
H  2.5284  -1.3726  1.4686
H  0.4867  -0.5775  -0.2601
H  -1.8268  0.0220  -2.1259
H  -0.0736  -0.2656  -2.0939
H  -0.8542  -0.3728  -3.5065
H  -1.3258  1.7563  -0.0810
H  -0.1987  1.1805  0.8085
O  -0.5820  1.1506  -0.0703
H  1.7324  1.0143  -2.5568
H  1.4276  1.6765  -1.1938
O  1.0590  1.0996  -1.8714
H  3.0270  3.0980  -1.9559
H  4.2596  2.1155  -2.4644
O  3.7341  2.4862  -1.7578
H  0.4584  3.5962  2.1429
H  -0.5087  2.3712  2.4479
O  -0.2721  3.0542  1.8006
H  -3.0436  2.7770  0.6993
H  -4.4946  2.4221  0.3979
O  -3.5975  2.3552  0.0229
H  -3.5799  0.7438  -0.6142
H  -4.1106  0.7117  -1.9623
O  -3.5543  0.1433  -1.4087
H  -1.3138  2.7060  -4.3604
H  -0.4472  1.9818  -5.1699
O  -0.8406  1.8599  -4.2872
H  -0.6364  -1.0272  4.0951
H  -1.7384  -2.0108  4.2464
O  -0.9618  -1.8470  3.6819
H  4.3889  -1.8257  -0.5227
H  4.4490  -2.8275  0.6894
O  3.8583  -2.3054  0.1169
H  4.3185  1.0425  2.3314
H  3.2778  1.8559  3.0514
O  3.3629  1.1161  2.4336
H  -0.6153  1.8668  4.6016
H  -1.6420  0.9311  4.3452
O  -0.8770  1.2835  3.8633

As for the maximum force: 0.049 hartree/bohr. As for the charge: +2. Its HOMO-LUMO gap is 10.498 eV.



# C5H33NO13

12 unconnected molecules or ions with the total composition C5H33NO13 at a distorted geometry (ωB97M-V/def2-TZVPD, the OMol25 dataset).

CARTESIAN COORDINATES (ANGSTROEM)
C  -1.5489  1.2213  -0.9624
N  -0.6943  2.4166  -0.8935
C  -1.2568  3.6435  -1.2977
C  0.8536  1.4475  -2.5829
C  0.6864  2.2955  -1.3388
C  1.4574  1.6112  -0.2462
O  1.0659  0.2498  -0.1511
O  2.5008  1.9188  0.2593
H  -1.2441  0.4557  -0.4130
H  -2.4866  1.5866  -0.5001
H  -1.5971  0.9272  -1.9889
H  -1.9988  3.4723  -2.1094
H  -1.7347  4.2371  -0.3990
H  -0.3577  4.1505  -1.7355
H  0.0810  1.5968  -3.4481
H  0.9375  0.3769  -2.3895
H  1.8104  1.6374  -3.1622
H  1.0053  3.3561  -1.3532
H  1.1798  3.2651  3.8199
H  -1.1395  -2.3916  1.0142
H  -1.9721  -3.6433  1.1384
O  -1.9232  -2.8473  0.6654
H  1.6261  1.8915  3.5129
H  1.5831  -0.5069  0.2975
O  1.5268  2.4062  4.3184
H  0.4128  -1.5908  2.6984
H  1.4483  -2.5190  2.0534
O  0.9426  -1.7886  1.8584
H  4.1894  0.2845  0.9842
H  3.4178  -0.8464  0.4466
O  4.2449  -0.6670  1.0310
H  1.6218  -4.2202  0.5568
H  0.6978  -3.2242  -0.1791
O  0.6359  -4.1348  0.2932
H  -1.0301  -1.9120  -3.9948
H  -0.8042  -0.8198  -2.8519
O  -0.3574  -1.1488  -3.6091
H  1.9796  -0.6332  -2.0086
H  3.3077  -1.5186  -2.0937
O  2.4670  -1.4325  -1.6332
H  -0.3060  -4.1971  -0.8343
H  -1.8185  -4.1805  -0.8406
O  -1.0415  -4.1563  -1.4476
H  -1.0384  0.0817  4.0571
H  -2.1643  -0.2550  2.8644
O  -1.3187  -0.4937  3.3653
H  -1.4434  2.8288  1.2286
H  -0.7555  1.4482  1.6200
O  -1.1126  2.2768  1.8984
H  -3.5907  -1.3794  1.7006
H  -3.8052  0.0387  1.4075
O  -3.1392  -0.6152  1.3745

As for the maximum force: 0.100 hartree/bohr. Its SMILES is C[C@H](C(=O)O)N(C)C.O.O.O.O.O.O.O.O.O.O.O. Its HOMO-LUMO gap is 8.903 eV.



# C5H34N2O11

11 unconnected molecules or ions with the total composition C5H34N2O11 at a distorted geometry (ωB97M-V/def2-TZVPD, the OMol25 dataset).

CARTESIAN COORDINATES (ANGSTROEM)
N  -0.7135  -1.3924  0.1571
C  -0.7947  0.0587  0.2354
C  -2.0063  0.5927  1.1183
O  -2.3428  -0.5426  1.9886
C  -0.8575  0.5386  -1.3017
N  -0.4212  1.9451  -1.4463
C  -0.0562  2.4148  -2.8334
C  -1.5068  2.8208  -0.9561
H  -0.2254  -1.7362  0.9365
H  -1.5727  -1.8977  -0.0547
H  0.1613  0.3708  0.7612
H  -1.7610  1.5482  1.6464
H  -3.0002  0.6801  0.6091
H  -2.3658  -0.3997  2.9557
H  -0.2307  -0.1073  -1.8664
H  -1.9222  0.4442  -1.6166
H  -0.7635  2.0334  -3.5544
H  -0.0617  3.5514  -2.7539
H  0.8518  1.8340  -3.1841
H  -1.1427  3.8318  -1.2303
H  -2.5639  2.5349  -1.2950
H  -1.5534  2.8162  0.1436
H  -3.3055  -3.1018  1.5697
H  -3.4098  -1.5982  0.9971
O  -3.5474  -2.5155  0.8467
H  2.1797  -0.7933  0.3555
H  2.3362  0.2217  -0.6367
O  2.3532  -0.7304  -0.5591
H  0.0717  -2.4498  -1.6026
H  1.3400  -1.9535  -1.3020
O  0.9899  -2.7293  -1.7829
H  0.5759  3.6932  0.4516
H  1.5881  4.4524  1.2192
O  0.6401  4.3765  1.1131
H  3.0776  0.4889  -2.5685
H  3.1601  0.6808  -3.9893
O  2.6922  1.1013  -3.2168
H  1.5880  -3.6762  1.5032
H  1.2381  -4.5598  0.2681
O  0.9438  -4.2949  1.1991
H  -2.0880  -4.3313  -0.9997
H  -3.1153  -3.2275  -0.5323
O  -2.9913  -3.9441  -1.1968
H  2.4294  -1.2133  3.5376
H  3.1359  -2.0954  2.3935
O  2.4100  -2.0112  2.9767
H  1.3709  1.5308  4.5906
H  1.4181  0.4465  3.7002
O  1.1845  0.6008  4.6363
H  1.3840  1.8372  -0.3377
H  2.8343  1.9557  -0.9535
O  2.3650  1.8997  -0.1395

As for the maximum force: 0.050 hartree/bohr. Its SMILES is CN(C)C[C@H](N)CO.O.O.O.O.O.O.O.O.O.O. Its HOMO-LUMO gap is 9.009 eV.



# C5H34NO13

12 unconnected molecules or ions with the total composition C5H34NO13 at a distorted geometry (ωB97M-V/def2-TZVPD, the OMol25 dataset).

CARTESIAN COORDINATES (ANGSTROEM)
O  0.2817  1.7055  0.0735
C  -0.4575  0.7237  0.2827
C  0.0031  -0.6652  -0.3307
C  -1.1979  -1.4251  -0.9220
C  -1.5744  -2.5626  0.0641
C  -2.1914  -2.2702  1.4072
O  -2.2036  -0.8667  1.6549
N  0.9279  -0.2128  -1.5921
H  -1.4775  0.5842  0.6225
H  0.6213  -1.1554  0.4334
H  -0.9891  -1.9066  -1.8984
H  -2.0407  -0.7596  -1.0166
H  -0.6191  -3.1334  0.1157
H  -2.3205  -3.1657  -0.5564
H  -3.2449  -2.6697  1.4630
H  -1.7632  -2.8304  2.2132
H  -3.0889  -0.4961  1.4326
H  1.9379  -0.3518  -1.5087
H  0.5744  -0.7225  -2.4389
H  0.9086  0.7748  -1.9020
H  0.2530  0.2555  3.5152
H  -0.0820  -0.6376  2.2128
O  0.5921  -0.1955  2.6470
H  4.0189  -0.8976  -2.3926
H  3.2114  -2.1802  -2.9311
O  3.2211  -1.4053  -2.3390
H  0.1049  3.6189  0.1286
H  -0.1710  5.1073  0.4417
O  -0.5126  4.2168  0.6185
H  -4.8810  1.4375  0.8007
H  -3.6718  1.3242  0.1617
O  -4.3098  0.6863  0.4093
H  -1.8751  -0.3739  3.2506
H  -2.2310  0.7914  4.2836
O  -1.5216  0.1958  4.0013
H  3.0265  1.3518  0.1225
H  3.5571  2.6677  -0.6383
O  3.1561  1.7897  -0.7382
H  2.5747  -0.2376  2.1018
H  3.7606  -0.3279  1.2399
O  2.8043  -0.3445  1.0765
H  1.0124  -0.9270  -5.0230
H  1.4634  0.3564  -4.3721
O  0.8931  -0.3705  -4.2118
H  2.1726  2.4475  3.0838
H  2.3239  1.5442  4.4372
O  2.5732  1.6237  3.4218
H  -2.6184  3.2253  -1.6967
H  -1.5632  2.6466  -0.5342
O  -2.3341  2.5637  -1.0406
H  1.0897  -2.1459  -2.8352
H  1.0820  -3.6225  -3.2111
O  0.7943  -2.7790  -3.5872

As for the maximum force: 0.101 hartree/bohr. Its HOMO-LUMO gap (spin up / spin down) is 3.281 / 7.076 eV. Its spin multiplicity is 2.



# C5H34O14

14 unconnected molecules or ions with the total composition C5H34O14 at a distorted geometry (ωB97M-V/def2-TZVPD, the OMol25 dataset).

CARTESIAN COORDINATES (ANGSTROEM)
C  -1.6542  1.6954  2.0502
C  -1.5051  0.4329  1.3312
C  -0.3097  0.1644  0.6352
C  0.0194  -1.1626  0.1325
C  -0.8957  -1.7987  -0.6477
O  -0.6459  -3.0721  -0.9068
H  -1.1413  1.6632  3.1808
H  -1.3454  2.5194  1.2169
H  -2.6992  2.0525  2.2847
H  -2.2797  -0.0813  1.6167
H  0.2683  1.0863  0.5620
H  0.9838  -1.6338  0.2003
H  -1.9064  -1.4957  -0.9252
H  -0.5971  -3.1672  -1.8543
H  2.5880  0.2202  0.0209
H  3.0718  -0.0021  1.4734
O  3.2475  0.0364  0.5235
H  0.9671  3.3650  -1.2541
H  1.9161  3.3297  0.0098
O  1.7631  2.9080  -0.8570
H  3.1367  -0.6909  3.5838
H  1.5909  -0.9022  3.0973
O  2.4360  -0.3121  2.9904
H  2.2048  1.6486  2.5544
H  0.8825  1.2900  3.2699
O  1.2942  2.0492  2.7855
H  2.8568  0.3923  -2.0846
H  1.9367  1.2068  -1.2790
O  1.9096  0.5739  -1.9636
H  -2.1078  -3.1551  0.4902
H  -1.5431  -4.5087  0.5074
O  -2.2933  -4.0104  0.9110
H  -2.0890  1.6053  -0.6560
H  -3.2215  0.7934  0.0107
O  -3.0111  1.5034  -0.4732
H  4.2168  -1.1208  -0.8177
H  3.1314  -2.0319  -1.5598
O  3.8608  -1.2784  -1.6738
H  0.2769  -0.5492  -2.9526
H  1.4252  -1.7272  -2.8276
O  0.5108  -1.3736  -2.7969
H  0.5802  1.7886  -4.5345
H  0.9790  1.5750  -3.0650
O  0.2099  1.5493  -3.6394
H  -1.0088  2.5810  -2.5553
H  -2.5176  2.8871  -1.9263
O  -1.4444  3.2021  -2.0211
H  -0.4113  -2.2007  2.1096
H  -0.8669  -1.5436  3.3893
O  -0.1692  -1.7925  2.8710
H  -4.3101  -0.9381  -0.7666
H  -4.4855  -1.8355  0.5063
O  -3.8048  -1.7350  -0.2768

As for the maximum force: 0.181 hartree/bohr. Its HOMO-LUMO gap is 8.219 eV.



# C5H36N2O13

12 unconnected molecules or ions with the total composition C5H36N2O13 at a distorted geometry (ωB97M-V/def2-TZVPD, the OMol25 dataset).

CARTESIAN COORDINATES (ANGSTROEM)
C  3.0687  0.0587  -1.4399
C  2.2622  1.2807  -1.9221
C  2.9572  -0.0372  0.0773
N  1.8338  -1.0037  0.3838
C  1.3769  -0.9533  1.8275
C  0.0532  -0.2481  1.9774
N  -0.9614  -1.0598  2.5452
O  -0.4842  0.0735  0.6776
H  4.1345  0.0807  -1.7085
H  2.7374  -0.8781  -1.9339
H  1.1775  1.0830  -1.7755
H  2.5505  2.1303  -1.3971
H  2.2823  1.4122  -2.9765
H  2.6767  1.0087  0.4142
H  3.8716  -0.4014  0.5757
H  1.0724  -0.7957  -0.2637
H  2.2587  -0.6283  2.4901
H  1.2507  -2.0601  2.0318
H  -0.7625  -1.6269  3.3907
H  -1.8788  -0.7265  2.4202
H  -1.3700  -1.0467  -2.9022
H  -0.5292  0.1095  -3.1154
O  -1.0969  -0.4835  -3.6148
H  -0.7593  3.0776  -2.1618
H  -0.4942  2.4150  -0.7391
O  -1.0162  2.4057  -1.5028
H  -1.3053  -3.1093  1.0979
H  0.1194  -3.6442  0.3351
O  -0.8313  -3.5278  0.3978
H  -4.8392  0.6452  0.0112
H  -3.7631  1.3822  -0.6433
O  -4.3560  1.5322  0.0889
H  1.6916  2.5100  3.7198
H  2.1208  1.0518  3.4606
O  2.1906  1.7190  4.1341
H  -0.8449  1.2129  3.0403
H  -3.4655  1.3827  1.5812
O  0.0422  0.9726  2.6695
H  -2.6491  2.6315  2.0800
H  -1.3693  0.6390  0.7859
O  -2.5344  1.6528  1.9235
H  0.3660  -2.1468  -3.1725
H  1.1867  -3.2169  -2.5431
O  1.1411  -2.6237  -3.4191
H  0.1402  3.0066  1.5149
H  -0.3608  4.4600  1.4049
O  0.2715  3.8843  1.8835
H  -3.1133  0.4729  -2.6574
H  -2.9173  1.8969  -2.0691
O  -3.5810  1.2042  -2.2999
H  2.6953  -4.1384  0.0764
H  2.0912  -2.5966  0.0459
O  2.0243  -3.5643  -0.2681
H  -2.4394  -2.8631  -2.0061
H  -1.6599  -2.0169  -0.8988
O  -2.2628  -1.9954  -1.6324

As for the maximum force: 0.084 hartree/bohr. Its SMILES is CCCNCC(N)(O)O.O.O.O.O.O.O.O.O.O.O.O. Its HOMO-LUMO gap is 9.719 eV.